No. 1
{"formula": "C42H60BBiN6O2S3Se", "method": "ωB97M-V with the def2-TZVPD basis set", "symbols": ["Bi", "C", "C", "C", "C", "C", "C", "C", "Se", "C", "C", "C", "C", "C", "C", "O", "C", "C", "C", "C", "C", "C", "C", "C", "C", "O", "C", "C", "C", "C", "C", "C", "H", "H", "H", "H", "H", "H", "H", "H", "H", "H", "H", "H", "H", "H", "H", "H", "H", "H", "H", "H", "H", "H", "H", "H", "H", "H", "H", "H", "H", "H", "H", "H", "H", "H", "H", "H", "H", "H", "H", "H", "C", "N", "C", "C", "N", "B", "N", "C", "C", "N", "C", "C", "S", "C", "S", "H", "H", "H", "H", "H", "H", "H", "H", "H", "H", "H", "H", "C", "C", "C", "C", "N", "C", "S", "N", "C", "H", "H", "H", "H", "H", "H", "H", "H"], "xyz": [[0.5009, 0.2410, -1.4445], [3.3318, 4.2308, 4.9743], [2.1736, 3.2220, 4.9572], [0.8760, 3.9729, 5.2662], [2.3943, 2.1697, 6.0542], [2.1154, 2.5356, 3.5904], [1.0120, 2.6006, 2.7573], [1.0399, 1.9589, 1.5286], [-0.5636, 1.9617, 0.4736], [-1.4868, 0.5782, 1.4347], [-2.3533, 0.9970, 2.4285], [-2.9921, 0.0647, 3.2319], [-2.7282, -1.2722, 2.9473], [-1.8719, -1.7331, 1.9453], [-1.1798, -0.7760, 1.1555], [-0.3007, -1.1049, 0.2313], [-1.7255, -3.2669, 1.8236], [-3.1140, -3.8824, 1.5815], [-1.1452, -3.8171, 3.1383], [-0.8220, -3.7564, 0.6885], [-3.9075, 0.5272, 4.3667], [-3.1011, 1.3980, 5.3437], [-5.0679, 1.3547, 3.7954], [-4.4940, -0.6484, 5.1473], [2.1493, 1.2529, 1.0426], [2.1860, 0.7674, -0.1993], [3.2585, 1.1192, 1.9120], [3.1998, 1.7859, 3.1329], [4.5365, 0.3033, 1.6089], [4.4638, -0.5948, 0.3649], [5.7125, 1.2743, 1.4255], [4.8249, -0.6280, 2.7992], [3.3794, 4.7413, 5.9418], [4.2932, 3.7410, 4.8024], [3.1923, 4.9831, 4.1935], [0.9573, 4.4533, 6.2444], [0.6774, 4.7515, 4.5241], [0.0192, 3.2925, 5.2972], [2.3902, 2.6422, 7.0418], [1.5992, 1.4199, 6.0270], [3.3500, 1.6538, 5.9318], [0.1116, 3.1270, 3.0476], [-2.5128, 2.0611, 2.5685], [-3.2214, -2.0234, 3.5521], [-3.8104, -3.6774, 2.3974], [-3.5476, -3.4888, 0.6579], [-3.0246, -4.9691, 1.4837], [-1.7941, -3.6067, 3.9919], [-1.0185, -4.9025, 3.0690], [-0.1678, -3.3689, 3.3377], [-1.1786, -3.4204, -0.2850], [0.2030, -3.4090, 0.8035], [-0.8245, -4.8517, 0.7009], [-2.7082, 2.2905, 4.8488], [-3.7319, 1.7236, 6.1773], [-2.2546, 0.8364, 5.7487], [-4.7030, 2.2376, 3.2644], [-5.6563, 0.7577, 3.0933], [-5.7287, 1.6936, 4.6000], [-3.7083, -1.2570, 5.6027], [-5.1320, -0.2686, 5.9492], [-5.1058, -1.2905, 4.5080], [4.0662, 1.7081, 3.7818], [4.3741, -0.0286, -0.5609], [5.3816, -1.1904, 0.3195], [3.6141, -1.2800, 0.4196], [5.5096, 1.9668, 0.6028], [5.8922, 1.8653, 2.3276], [6.6277, 0.7212, 1.1902], [3.9866, -1.3124, 2.9547], [5.7188, -1.2230, 2.5907], [4.9981, -0.0870, 3.7312], [-3.2325, 0.8279, -3.5857], [-2.1505, 0.8191, -4.5605], [-2.1764, 0.1661, -5.7698], [-0.9700, 0.3651, -6.3385], [-0.1992, 1.1286, -5.4854], [1.2669, 1.5374, -5.9709], [2.0726, 2.3018, -4.8920], [2.3235, 3.6611, -4.9285], [3.1160, 3.9722, -3.8841], [3.3379, 2.7909, -3.1939], [4.1883, 2.6335, -2.0209], [2.7134, 1.7737, -3.8341], [2.7128, 0.1401, -3.3074], [-0.9384, 1.4170, -4.4007], [-0.5550, 2.3300, -2.9780], [-4.1226, 0.4298, -4.0653], [-3.4138, 1.8418, -3.2436], [-2.9826, 0.1988, -2.7344], [-3.0415, -0.3839, -6.1008], [-0.5767, 0.0232, -7.2826], [1.1265, 2.2884, -6.9136], [1.8347, 0.5130, -6.2629], [1.9018, 4.2907, -5.6944], [3.5164, 4.9145, -3.5495], [4.5334, 3.6175, -1.7148], [5.0440, 2.0056, -2.2621], [3.6325, 2.1612, -1.2152], [-0.0495, -5.1207, -6.7281], [-1.1700, -4.3862, -6.0699], [-2.4608, -4.3883, -6.4987], [-3.3934, -3.6090, -5.7774], [-3.0694, -2.8931, -4.7183], [-1.7883, -2.9036, -4.2647], [-1.2446, -2.0690, -2.9309], [-0.8725, -3.6564, -4.9754], [-4.8259, -3.5499, -6.2139], [-0.4194, -5.7278, -7.5504], [0.4605, -5.7681, -6.0115], [0.6843, -4.4111, -7.1175], [-2.7530, -4.9617, -7.3668], [0.0739, -3.6214, -4.6235], [-5.0546, -4.3008, -6.9697], [-5.0387, -2.5609, -6.6270], [-5.4748, -3.6849, -5.3491]], "forces_ev_per_a": [[0.335, -0.540, 0.007], [-0.016, 0.019, 0.001], [0.000, -0.008, -0.031], [0.000, -0.035, -0.008], [-0.023, -0.013, 0.003], [0.035, 0.035, 0.026], [0.014, -0.079, -0.008], [-0.023, -0.056, -0.192], [-0.169, 0.264, 0.465], [0.081, 0.104, -0.121], [0.005, -0.037, -0.061], [-0.014, -0.043, 0.016], [-0.005, -0.033, -0.004], [0.071, -0.030, 0.012], [-0.090, -0.117, 0.078], [-0.071, 0.326, -0.012], [-0.005, 0.083, 0.028], [-0.029, -0.013, -0.005], [-0.004, 0.031, 0.017], [0.018, 0.033, -0.072], [0.013, 0.023, -0.024], [0.015, 0.002, -0.001], [-0.009, 0.009, -0.023], [-0.001, -0.021, 0.013], [0.039, 0.043, 0.111], [-0.263, 0.077, -0.038], [0.086, -0.014, -0.016], [0.042, -0.055, -0.002], [-0.070, 0.029, -0.020], [-0.051, 0.001, 0.014], [-0.007, 0.034, -0.016], [0.005, -0.029, 0.015], [0.002, -0.047, -0.069], [-0.046, 0.024, 0.008], [0.023, -0.020, 0.046], [-0.011, -0.016, -0.045], [-0.002, -0.043, 0.053], [0.047, 0.061, -0.001], [0.016, -0.027, -0.072], [0.047, 0.030, 0.023], [-0.060, 0.022, -0.001], [0.046, -0.007, 0.005], [-0.004, -0.047, 0.021], [0.041, 0.040, -0.038], [0.028, -0.008, -0.039], [0.024, -0.034, 0.046], [-0.013, 0.063, 0.007], [0.041, -0.012, -0.031], [-0.018, 0.074, 0.000], [-0.051, -0.040, -0.007], [0.023, -0.017, 0.019], [-0.012, -0.014, 0.004], [-0.002, 0.048, 0.002], [-0.019, -0.055, 0.043], [0.038, -0.011, -0.058], [-0.045, 0.038, -0.014], [-0.035, -0.050, 0.026], [0.026, 0.040, 0.038], [0.048, -0.017, -0.053], [-0.050, 0.013, -0.014], [0.021, -0.027, -0.027], [0.031, 0.020, 0.038], [-0.062, 0.028, -0.034], [0.007, -0.061, 0.051], [-0.051, 0.040, 0.019], [0.071, 0.043, -0.020], [0.040, -0.039, 0.048], [-0.013, -0.018, -0.050], [-0.064, 0.037, 0.025], [0.054, 0.027, 0.005], [-0.048, 0.036, 0.016], [-0.002, -0.035, -0.049], [0.069, 0.022, -0.094], [-0.118, 0.144, 0.047], [-0.146, 0.016, 0.173], [0.339, 0.010, 0.049], [-0.078, 0.153, 0.098], [0.002, 0.064, -0.047], [-0.021, 0.002, -0.175], [-0.097, -0.171, -0.048], [-0.016, -0.135, 0.249], [0.231, 0.014, -0.013], [-0.075, 0.028, -0.130], [-0.255, 0.300, 0.196], [0.097, 0.026, -0.201], [0.048, -0.491, -0.201], [0.069, 0.105, -0.147], [-0.006, -0.015, -0.025], [-0.010, 0.076, -0.017], [0.030, -0.044, -0.002], [0.060, 0.061, 0.045], [-0.026, 0.062, 0.093], [-0.001, -0.068, 0.064], [-0.079, 0.057, -0.017], [0.042, -0.109, 0.050], [0.003, -0.092, -0.023], [-0.008, 0.035, 0.000], [0.044, -0.015, -0.031], [-0.053, -0.008, 0.000], [0.059, 0.012, 0.030], [0.160, -0.019, 0.001], [-0.131, -0.018, -0.080], [0.079, 0.110, 0.176], [0.014, -0.107, -0.029], [0.015, 0.128, -0.246], [-0.189, -0.224, 0.085], [-0.089, -0.021, -0.008], [-0.012, 0.010, 0.013], [0.001, 0.014, 0.018], [-0.031, 0.019, -0.025], [-0.024, -0.024, 0.011], [0.004, 0.030, 0.047], [0.076, 0.022, 0.017], [0.021, 0.041, 0.041], [0.012, -0.035, 0.008], [0.016, 0.009, -0.027]], "e_lumo_ev": -0.32, "charge": 0, "homo_ev": -7.05, "de_lowest_kcal_mol": 0.00}



No. 2
{"formula": "C2H8NO2S", "method": "ωB97M-V with the def2-TZVPD basis set", "symbols": ["C", "C", "N", "O", "O", "S", "H", "H", "H", "H", "H", "H", "H", "H"], "xyz": [[1.1072, -0.6311, 0.3189], [-1.2741, -0.3729, 0.2929], [1.6184, 0.7154, -0.2009], [-2.3150, -1.0802, -0.1640], [-0.1684, -1.0126, -0.2300], [-1.2851, 1.5194, 0.0397], [1.8320, -1.5331, 0.2499], [1.0670, -0.5990, 1.3436], [-1.3933, -0.5060, 1.3310], [2.2837, 0.4860, -0.9080], [0.6168, 1.1761, -0.2457], [2.3580, 0.9858, 0.4227], [-2.4542, -0.8672, -1.0695], [-1.9930, 1.7195, -1.1805]], "forces_ev_per_a": [[0.110, -2.957, -1.423], [-0.902, -0.061, -0.306], [-0.208, -2.922, 1.063], [-1.211, 0.241, 0.208], [3.407, 0.951, -0.138], [-0.850, -0.208, -0.909], [-1.000, 1.726, -1.073], [-0.654, 0.885, 2.682], [0.736, 0.403, 1.722], [-0.693, 0.199, -2.473], [1.160, 1.194, -0.805], [-0.488, 1.294, 1.619], [-0.443, -0.102, -1.478], [1.036, -0.643, 1.311]], "e_lumo_ev": -3.60, "charge": 1, "smiles": "[NH3+]CO[C@H](O)S", "homo_ev": -14.68, "de_lowest_kcal_mol": 46.39}